[1]
18
Properties=species:S:1:pos:R:3:lowdin_charge:R:1 method="wB97M-V/def2-TZVPD" smiles=CC[C@@H]([NH3+])CO spin_multiplicity=1 mol_weight_g_mol=90.1 relative_energy_kcal_mol=53.0 total_charge=+1
H 2.02 -2.19 -1.73 0.1568
C -1.05 0.54 -0.03 -0.2462
H -1.66 -0.12 0.67 0.1441
H 0.77 0.41 1.80 0.1054
H -0.78 2.79 -0.45 0.0709
H -0.75 2.44 1.14 0.0612
C 0.44 -1.45 -0.98 -0.2432
H -0.01 -1.41 -1.93 0.1073
H 1.00 0.72 -0.64 0.1834
N 0.86 -0.33 1.23 0.2459
H -2.35 2.10 0.42 0.1382
C -1.17 2.04 0.22 -0.0909
H 1.93 -0.42 1.21 0.2078
H 0.51 -1.16 1.61 0.1446
O 1.80 -1.65 -0.91 -0.0728
H -1.74 0.25 -0.82 0.1159
C 0.32 -0.10 -0.23 -0.2202
H -0.14 -2.47 -0.57 0.1917

[2]
19
Properties=species:S:1:pos:R:3:lowdin_charge:R:1 method="wB97M-V/def2-TZVPD" spin_multiplicity=3 mol_weight_g_mol=148.2 relative_energy_kcal_mol=6.9 total_charge=+1
H 3.66 -0.19 -0.03 0.1554
N -2.06 2.09 -0.28 0.0237
H -1.62 1.13 1.51 0.1477
C -1.25 -1.72 0.31 -0.3690
N 2.72 -0.17 -0.50 0.1800
O 1.64 1.59 0.53 0.0833
N 0.43 -0.21 0.07 0.0016
C 1.58 0.36 0.02 -0.5081
H -1.65 -2.67 0.16 0.0671
H -1.10 -1.63 1.33 0.0858
H -2.50 2.12 -1.16 0.0844
H 2.56 -0.99 -1.02 0.0803
S -2.37 -0.50 -0.40 1.2094
C 0.15 -1.50 -0.25 -0.3169
H 0.15 -1.63 -1.34 0.1302
H 2.37 2.26 0.27 0.1781
H -1.77 2.98 0.20 0.1512
H 0.82 -2.28 0.22 0.1516
C -1.75 0.96 0.35 -0.5357

[3]
18
Properties=species:S:1:pos:R:3:lowdin_charge:R:1 method="wB97M-V/def2-TZVPD" smiles="C[C@H](N)C=O.O.O" spin_multiplicity=1 mol_weight_g_mol=109.1 relative_energy_kcal_mol=69.8
H -2.55 0.81 -0.92 0.0156
C 2.69 -0.85 0.80 -0.0080
O -3.09 1.53 -1.34 -0.0767
H 3.51 -0.20 0.63 0.0370
H 0.37 -0.86 -0.74 0.0927
O -3.47 -1.38 0.08 -0.0495
H -3.45 -1.91 0.90 0.0554
C 1.43 0.28 0.63 -0.3539
H 2.75 1.93 0.19 0.1247
H -3.26 0.94 -2.09 0.0290
O 1.16 2.07 -1.08 0.0270
H 2.39 -1.57 0.06 0.0515
H -0.62 0.35 0.03 0.0759
C 1.76 1.50 -0.17 -0.2817
N 0.12 -0.41 0.20 -0.0037
H 2.72 -1.30 1.82 0.0761
H -3.80 -1.78 -0.70 0.0151
H 1.33 0.85 1.70 0.1736

[4]
81
Properties=species:S:1:pos:R:3:lowdin_charge:R:1 method="wB97M-V/def2-TZVPD" spin_multiplicity=1 mol_weight_g_mol=1295.1 relative_energy_kcal_mol=0.0 total_charge=+1
H 5.05 -2.42 1.27 0.0869
C 4.24 -3.44 -1.69 -0.1049
Se 1.99 -2.25 0.70 0.4774
C -0.85 -3.61 -2.26 0.0155
H -1.76 -3.50 0.41 0.1437
C 4.31 -3.93 -4.04 -0.0688
H 0.45 -0.15 -3.14 0.0680
C -2.53 3.78 -2.77 -0.7461
C 3.75 -2.17 -1.98 -0.3941
C -1.67 4.63 -2.06 -0.7542
C 4.52 -4.32 -2.72 -0.0658
C -2.85 -0.08 3.48 -0.0826
N 2.20 2.28 3.35 -0.2106
H 0.08 -1.78 -4.93 0.1214
N 1.20 0.58 1.71 -0.4116
H 3.18 -0.78 -3.51 0.0654
H 7.84 0.67 2.30 0.1106
C -4.27 0.52 5.78 -0.0446
H 0.26 -1.75 2.90 0.0524
C 1.66 1.21 3.92 -0.3702
C 1.13 0.23 3.02 -0.3622
C 4.77 -0.52 0.29 -0.3930
H 4.54 -4.62 -4.85 0.1095
C 6.33 1.21 0.88 -0.0674
H -1.17 2.79 1.57 0.1324
C 1.60 1.00 5.32 -0.0097
C -0.75 2.72 -0.93 -0.4146
Br -3.64 1.21 -3.46 0.7898
H 7.04 -1.66 2.52 0.1109
C -3.71 1.55 5.05 0.0015
H 0.16 -2.06 5.30 0.1153
H -3.82 2.58 5.37 0.1229
N -0.11 -1.41 -1.60 -0.0908
H -1.27 -4.56 -1.94 0.1268
N -1.94 -1.50 1.79 0.1020
C 5.22 0.79 0.16 -0.1325
Se 2.19 0.68 -1.30 0.5149
C -0.11 -2.06 -3.90 -0.0165
H -4.83 0.75 6.68 0.1174
C -2.08 -0.32 2.27 -0.2703
H 6.67 2.23 0.78 0.1114
H 4.90 -5.31 -2.50 0.1107
C 0.60 -0.97 3.54 -0.0791
O 0.07 2.08 -0.09 -0.5372
H 0.99 -0.32 6.86 0.1105
C 6.98 0.33 1.73 -0.0650
C 0.56 -1.13 4.90 -0.0454
N -1.16 -1.54 0.67 -0.1828
H -2.49 3.20 3.42 0.1730
Br -1.70 6.49 -2.34 0.7471
N -2.39 2.24 3.14 0.1629
H -0.71 -4.08 -4.34 0.1213
C -1.65 1.96 2.07 -0.0800
C -3.42 -1.10 4.23 0.0029
C -1.21 -2.66 0.01 -0.0794
H -4.57 -1.60 5.96 0.1148
C 0.09 -1.14 -2.90 -0.1530
Br -3.73 4.50 -4.04 0.7463
C -0.66 -2.61 -1.30 -0.2974
H 4.73 1.47 -0.52 0.0608
Mo -0.07 0.06 0.02 1.5014
H -3.29 -2.12 3.90 0.1207
C 3.83 -2.67 -4.33 -0.0729
Se 2.07 2.16 1.64 1.1844
C -4.13 -0.80 5.37 -0.0490
C 6.53 -0.97 1.86 -0.0654
P 3.28 -1.09 -0.59 0.3030
C -2.99 1.24 3.90 -0.1602
O -1.53 0.60 -1.30 -0.2436
H 4.36 -3.76 -0.66 0.0875
C -0.79 4.09 -1.13 -0.6348
C 1.04 -0.15 5.79 -0.0636
C -0.56 -3.34 -3.57 -0.0187
C -2.51 2.41 -2.55 -0.6463
H 3.66 -2.37 -5.36 0.1095
C -1.63 1.87 -1.61 -0.3979
C 5.42 -1.40 1.15 -0.0991
N -1.47 0.75 1.61 0.0429
H 2.01 1.76 5.98 0.1211
Br 0.39 5.14 -0.09 0.7796
C 3.55 -1.78 -3.30 -0.1153